The following is a DFT calculation (ωB97M-V with the def2-TZVPD basis set) of 15 unconnected molecules or ions with the total composition C39H93BF7N2O19 at a distorted geometry.

Summary:
Kohn-Sham gap: 6.66 eV
net charge: +1
HOMO energy: -11.1 eV
largest force on an atom: 1.45 eV/Å
spin multiplicity: 1

Last columns: bonded neighbours and bond lengths (Å).
Geometry (Å):
1 H -4.24963 3.60146 -6.14551  O52 0.976
2 H 2.33064 1.49885 1.89977  O42 0.962
3 H -8.49408 3.95600 -7.82839  C145 1.094
4 F -2.65927 4.65494 1.42247  C151 1.334
5 C -1.70398 2.45976 1.26561  F36 1.337, F45 1.347, C77 1.555, C151 1.582
6 O -2.03144 -7.42686 3.78066  C117 1.431, H128 0.964
7 H 1.78351 -8.45013 6.83701  C19 1.091
8 H -5.94942 4.37106 -2.11413  C144 1.095
9 C -0.89849 -3.36251 2.56846  C53 1.514, O54 1.430, H115 1.095, H124 1.088
10 C 2.90124 0.18058 4.07421  H82 1.092, C90 1.515, H97 1.094, H125 1.090
11 H -10.23627 5.51010 -8.75189  C88 1.095
12 H 3.88733 -0.84403 0.44961  C161 1.088
13 H -4.07425 -7.16019 3.62491  C117 1.094
14 H -5.79736 4.22883 1.67952  C46 1.090
15 H -2.94009 1.22047 -8.48333  C25 1.091
16 H -6.00236 0.13286 3.11023  C159 1.090
17 H -0.21877 -3.93485 -4.49878  C102 1.095
18 H 13.49889 0.40450 1.17032  C55 1.090
19 C 1.34575 -8.11336 5.89572  H7 1.091, C35 1.518, H92 1.093, H154 1.090
20 F -2.37339 1.04700 -0.54938  C77 1.320
21 H -0.32428 -6.66410 4.54081  O103 0.968
22 H 13.14007 2.07546 0.71001  C55 1.093
23 H 3.38561 -3.22270 -0.22319  C50 1.089
24 H -4.97556 5.42902 0.65745  C46 1.091
25 C -2.93128 1.82938 -9.38840  H15 1.091, C32 1.516, H105 1.092, H121 1.090
26 O 7.80172 1.72881 2.16398  H28 0.965, C44 1.421
27 H 4.65136 -3.11660 4.63491  C114 1.090
28 H 8.57331 1.44985 1.65523  O26 0.965
29 H -3.16415 0.01462 -5.51131  C37 1.093
30 O -7.19025 1.38896 2.03643  H157 0.963, C159 1.437
31 H 1.80865 -4.55342 -5.82549  C155 1.093
32 C -3.98473 2.91664 -9.30844  C25 1.516, H38 1.089, O76 1.433, H87 1.093
33 H 1.96389 -6.05591 6.08808  C35 1.090
34 C -8.05714 -0.22407 3.64963  H59 1.092, H126 1.090, H133 1.090, C159 1.514
35 C 1.04789 -6.62475 5.92752  C19 1.518, H33 1.090, H57 1.097, O103 1.421
36 F -2.78952 2.13747 1.97654  C5 1.337
37 C -2.56964 -0.49771 -4.75033  H29 1.093, H51 1.090, C98 1.514, H146 1.090
38 H -4.97763 2.48407 -9.19757  C32 1.089
39 H -3.47440 0.51982 -3.07945  C98 1.098
40 H -1.55551 -1.55545 2.30353  O54 0.961
41 H 7.37186 3.24476 0.83225  C44 1.096
42 O 3.19065 1.07454 1.82180  H2 0.962, C90 1.433
43 C 6.45054 1.41129 0.16352  C44 1.517, H49 1.093, H137 1.091, H158 1.090
44 C 6.89824 2.35497 1.26327  O26 1.421, H41 1.096, C43 1.517, H108 1.091
45 F -0.66825 2.48163 2.12670  C5 1.347
46 C -5.52061 4.48356 0.65651  H14 1.090, H24 1.091, B78 1.576, H85 1.094
47 O -0.13199 -2.68198 -6.14081  C102 1.428, H135 0.962
48 H -0.29313 4.57750 -1.33525  C91 1.078
49 H 7.30450 1.07104 -0.42707  C43 1.093
50 C 3.99069 -2.57364 -0.85438  H23 1.089, O116 1.428, H160 1.095, C161 1.516
51 H -3.03652 -1.45936 -4.53606  C37 1.090
52 O -3.55701 3.31315 -5.52079  H1 0.976, C94 1.348
53 C 0.46549 -2.95670 3.08399  C9 1.514, H140 1.095, H147 1.091, H148 1.090
54 O -1.86652 -2.33057 2.77826  C9 1.430, H40 0.961
55 C 12.74618 1.19190 1.21769  H18 1.090, H22 1.093, C70 1.516, H119 1.090
56 H -5.27590 1.84547 1.02807  O86 0.972
57 H 0.35414 -6.38913 6.74356  C35 1.097
58 H 4.39202 -3.89354 7.59012  C84 1.093
59 H -8.98207 0.33970 3.79032  C34 1.092
60 F -0.61448 4.47749 0.79447  C151 1.338
61 H -0.88662 4.84823 -3.66909  C156 1.080
62 H 4.27230 -0.46481 -1.23199  C161 1.093
63 H 2.48647 -2.95376 -5.54470  C155 1.091
64 O -2.98509 5.48482 -5.38333  C94 1.197
65 H 4.74358 0.52651 3.01211  C90 1.088
66 C -2.93709 4.28204 -3.37463  C94 1.512, C113 1.393, C156 1.392
67 C -3.52601 3.77375 -1.10198  B78 1.627, N95 1.361, C113 1.390
68 H 11.60966 0.46952 -0.46865  C70 1.094
69 H 5.69940 -5.30937 6.07294  O93 0.962
70 C 11.44769 0.74042 0.57906  C55 1.516, H68 1.094, H122 1.089, O150 1.430
71 H -9.76362 5.55298 -6.49417  O141 0.962
72 H -3.39162 -6.56624 5.97181  C153 1.093
73 H -9.74770 2.77661 -7.45694  C145 1.091
74 H -6.73866 1.43279 4.05952  C159 1.094
75 O -1.84885 1.60974 -3.75349  C98 1.433, H138 0.962
76 O -3.78159 3.76376 -8.17104  C32 1.433, H132 0.963
77 C -1.35019 1.36101 0.22377  C5 1.555, F20 1.320, F99 1.333, F136 1.337
78 B -4.68238 3.34532 -0.04072  C46 1.576, C67 1.627, O86 1.338
79 H 5.32316 -2.53505 6.97148  C84 1.090
80 O 6.15893 1.01876 5.31590  C81 1.427, H111 0.964
81 C 7.12745 -0.00593 5.09553  O80 1.427, H83 1.094, C120 1.516, H127 1.090
82 H 2.75307 -0.82774 3.68287  C10 1.092
83 H 7.16939 -0.23690 4.02654  C81 1.094
84 C 4.44803 -3.15796 6.78401  H58 1.093, H79 1.090, H112 1.091, C114 1.518
85 H -6.44024 4.65279 0.08940  C46 1.094
86 O -4.91547 2.04093 0.14646  H56 0.972, B78 1.338
87 H -3.97838 3.52663 -10.21555  C32 1.093
88 C -10.50628 4.69677 -8.07050  H11 1.095, H104 1.088, O141 1.426, C145 1.517
89 H 4.24542 -2.38224 -2.77363  O116 0.962
90 C 3.76626 0.99050 3.13106  C10 1.515, O42 1.433, H65 1.088, H118 1.095
91 C -1.31074 4.40125 -1.64274  H48 1.078, N95 1.351, C156 1.359
92 H 0.43233 -8.68577 5.71688  C19 1.093
93 O 5.75389 -4.64766 5.37688  H69 0.962, C114 1.425
94 C -3.17960 4.42625 -4.86020  O52 1.348, O64 1.197, C66 1.512
95 N -2.23924 4.02540 -0.73563  C67 1.361, C91 1.351, C151 1.477
96 H 0.44993 -2.31696 -4.23364  C102 1.090
97 H 1.91263 0.63715 4.18174  C10 1.094
98 C -2.47392 0.34622 -3.49711  C37 1.514, H39 1.098, O75 1.433, H129 1.088
99 F -0.30611 1.76846 -0.49743  C77 1.333
100 H 8.82969 1.31522 5.08239  C120 1.092
101 H -9.39025 3.18092 -9.14562  C145 1.091
102 C 0.43388 -3.16288 -4.92060  H17 1.095, O47 1.428, H96 1.090, C155 1.515
103 O 0.50070 -6.18049 4.69374  H21 0.968, C35 1.421
104 H -11.48989 4.32800 -8.35512  C88 1.088
105 H -1.93328 2.26366 -9.48157  C25 1.092
106 O -7.28575 5.21793 -4.89634  N107 1.148
107 N -6.38528 5.26242 -4.18529  O106 1.148, O142 1.474
108 H 6.04119 2.67764 1.85558  C44 1.091
109 H 8.44701 0.64625 6.66702  C120 1.091
110 H 2.25430 -4.06174 -4.18079  C155 1.090
111 H 6.46165 1.79853 4.83734  O80 0.964
112 H 3.55486 -2.53204 6.82450  C84 1.091
113 C -3.89815 3.92283 -2.43277  C66 1.393, C67 1.390, C144 1.520
114 C 4.57560 -3.84874 5.43832  H27 1.090, C84 1.518, O93 1.425, H152 1.096
115 H -0.85146 -3.59818 1.49986  C9 1.095
116 O 3.70613 -2.94082 -2.20511  C50 1.428, H89 0.962
117 C -3.17546 -6.56898 3.82223  O6 1.431, H13 1.094, H134 1.089, C153 1.517
118 H 3.91607 2.00101 3.52400  C90 1.095
119 H 12.58303 1.45902 2.26198  C55 1.090
120 C 8.49236 0.41565 5.60187  C81 1.516, H100 1.092, H109 1.091, H139 1.091
121 H -3.10469 1.18109 -10.24732  C25 1.090
122 H 11.04698 -0.12917 1.09755  C70 1.089
123 H 10.77029 2.53249 0.19153  O150 0.962
124 H -1.25721 -4.24416 3.09651  C9 1.088
125 H 3.36346 0.11402 5.05929  C10 1.090
126 H -7.83371 -0.75413 4.57528  C34 1.090
127 H 6.77875 -0.89278 5.62475  C81 1.090
128 H -2.13152 -8.08335 4.47904  O6 0.964
129 H -1.87204 -0.15118 -2.73935  C98 1.088
130 H -5.66716 2.68070 -2.49435  C144 1.092
131 H -2.38995 -5.25956 5.34347  C153 1.092
132 H -2.91322 4.17108 -8.25440  O76 0.963
133 H -8.23432 -0.95497 2.86072  C34 1.090
134 H -3.05329 -5.85492 3.00958  C117 1.089
135 H -0.16267 -3.41784 -6.75974  O47 0.962
136 F -0.98857 0.26998 0.90759  C77 1.337
137 H 5.73675 1.89990 -0.50211  C43 1.091
138 H -2.37581 2.05086 -4.42627  O75 0.962
139 H 9.23048 -0.37239 5.44443  C120 1.091
140 H 0.82473 -2.05664 2.57464  C53 1.095
141 O -10.62690 5.21184 -6.74632  H71 0.962, C88 1.426
142 O -5.74967 3.93568 -4.08840  N107 1.474, C144 1.410
143 H 2.62782 -0.90883 -0.79575  C161 1.092
144 C -5.36671 3.69828 -2.75217  H8 1.095, C113 1.520, H130 1.092, O142 1.410
145 C -9.47581 3.58535 -8.13612  H3 1.094, H73 1.091, C88 1.517, H101 1.091
146 H -1.58310 -0.67924 -5.17643  C37 1.090
147 H 0.41397 -2.72720 4.14894  C53 1.091
148 H 1.19070 -3.75683 2.93448  C53 1.090
149 H -4.15245 -5.18526 5.16630  C153 1.090
150 O 10.44263 1.75545 0.65417  C70 1.430, H123 0.962
151 C -1.82733 3.92397 0.67906  F4 1.334, C5 1.582, F60 1.338, N95 1.477
152 H 3.70086 -4.47929 5.24374  C114 1.096
153 C -3.28814 -5.84990 5.15293  H72 1.093, C117 1.517, H131 1.092, H149 1.090
154 H 2.03751 -8.34235 5.08491  C19 1.090
155 C 1.82953 -3.71586 -5.12367  H31 1.093, H63 1.091, C102 1.515, H110 1.090
156 C -1.63704 4.54681 -2.95380  H61 1.080, C66 1.392, C91 1.359
157 H -7.99536 1.90188 2.16010  O30 0.963
158 H 5.97538 0.53093 0.59648  C43 1.090
159 C -6.91973 0.69953 3.26784  H16 1.090, O30 1.437, C34 1.514, H74 1.094
160 H 5.04557 -2.77863 -0.64340  C50 1.095
161 C 3.67896 -1.11469 -0.58333  H12 1.088, C50 1.516, H62 1.093, H143 1.092